(1)
Below is one molecule with the formula C14H23PS2 in a non-equilibrium geometry, with properties calculated with ωB97M-V/def2-TZVPD.

The geometry in ORCA input format:
```
! wB97M-V def2-TZVPD RIJCOSX def2/J DEFGRID3
* xyz 0 1
C 0.65 2.31 3.48
C -0.38 1.29 4.00
C -1.79 1.56 3.52
C -1.98 1.45 2.03
S -1.67 -0.33 1.50
P -1.17 -0.06 -0.56
S 0.80 0.55 -1.08
C 1.76 -1.01 -0.80
C 3.22 -0.68 -0.94
C 4.11 -1.81 -0.49
C 5.63 -1.45 -0.53
C -2.39 -0.33 -1.90
C -3.74 -0.48 -1.60
C -4.67 -0.68 -2.64
C -4.24 -0.79 -3.94
C -2.90 -0.55 -4.23
C -1.97 -0.29 -3.22
H 1.60 2.11 3.95
H 0.76 2.14 2.40
H 0.31 3.33 3.62
H -0.37 1.32 5.10
H -0.05 0.27 3.74
H -2.53 0.86 4.00
H -2.05 2.57 3.81
H -1.31 2.15 1.51
H -3.00 1.74 1.76
H 1.45 -1.75 -1.53
H 1.58 -1.39 0.20
H 3.46 0.23 -0.38
H 3.37 -0.47 -2.01
H 3.93 -2.70 -1.12
H 3.78 -2.07 0.53
H 5.89 -0.67 0.17
H 5.91 -1.06 -1.52
H 6.21 -2.40 -0.34
H -4.04 -0.47 -0.57
H -5.69 -0.88 -2.40
H -4.93 -1.03 -4.73
H -2.60 -0.54 -5.29
H -0.95 0.01 -3.47
*
```

Calculated values
Strongest force on any atom = 2.289 eV/Å
SMILES string = CCCCSP(SCCCC)c1ccccc1
Lowest unoccupied orbital energy = 0.203 eV
Kohn-Sham gap = 0.266 hartree

=====

(2)
Below is an isolated ion of composition C6H9ClNO and charge +1 in a non-equilibrium geometry, with properties calculated with ωB97M-V/def2-TZVPD.

The geometry in ORCA input format:
```
! wB97M-V def2-TZVPD RIJCOSX def2/J DEFGRID3
* xyz 1 1
C 0.69 0.86 0.90
C 1.92 0.41 0.49
C -0.61 -0.85 -0.61
C -0.57 0.47 0.23
C 0.24 -0.94 -1.83
C -1.75 0.57 1.18
N 1.95 -0.58 -0.36
O 2.92 -1.15 -0.74
Cl 0.45 0.36 -2.85
H 0.63 1.63 1.62
H 2.77 0.71 0.93
H -0.49 -1.60 0.08
H -1.75 -1.07 -0.88
H -0.58 1.29 -0.66
H 0.48 -1.89 -2.13
H -1.48 0.99 2.22
H -2.24 -0.37 1.49
H -2.58 1.17 0.93
*
```

Calculated values
Strongest force on any atom = 5.596 eV/Å
ΔE to the lowest compared entry with this formula, charge and spin = 4.790 eV
Lowest unoccupied orbital energy (alpha / beta) = -5.953 / -5.953 eV
Kohn-Sham gap (alpha / beta) = 0.285 / 0.286 hartree

=====

(3)
Below is one molecule with the formula C4H5N3 in a non-equilibrium geometry, with properties calculated with ωB97M-V/def2-TZVPD.

The geometry in ORCA input format:
```
! wB97M-V def2-TZVPD RIJCOSX def2/J DEFGRID3
* xyz 0 1
C -0.06 -0.46 -2.42
C 0.88 -0.32 -1.36
N 0.34 0.05 -0.09
C -1.05 -0.25 0.17
C -1.04 0.03 1.46
N 0.18 0.48 1.84
N 0.97 0.58 0.94
H -1.08 -0.55 -2.70
H 0.05 -0.48 -3.55
H 1.95 -0.29 -1.44
H -1.91 -0.19 -0.61
H -1.82 -0.26 2.34
*
```

Calculated values
Strongest force on any atom = 7.127 eV/Å
SMILES string = C=Cn1ccnn1
ΔE to the lowest compared entry with this formula, charge and spin = 5.396 eV
Lowest unoccupied orbital energy = 0.244 eV
Kohn-Sham gap = 0.345 hartree

=====

(4)
Below is a 12-piece molecular cluster, C40H52N4O24 overall in a non-equilibrium geometry, with properties calculated with ωB97M-V/def2-TZVPD.

The geometry in ORCA input format:
```
! wB97M-V def2-TZVPD RIJCOSX def2/J DEFGRID3
* xyz 0 1
C -5.27 2.16 0.47
C -6.39 1.54 1.05
C -5.92 0.53 1.85
N -4.55 0.47 1.72
C -4.14 1.49 0.92
H -5.17 3.06 -0.10
H -7.45 1.83 0.93
H -6.50 -0.17 2.47
H -3.95 -0.32 2.04
H -3.14 1.69 0.75
C 1.81 -1.35 4.42
C 3.09 -0.77 4.45
C 3.91 -1.49 3.62
N 3.18 -2.53 3.06
C 1.93 -2.46 3.60
H 0.96 -0.98 4.96
H 3.32 0.12 5.07
H 4.95 -1.33 3.39
H 3.63 -3.07 2.31
H 1.22 -3.14 3.29
C 1.90 6.09 -0.61
C 2.60 5.52 0.49
C 2.35 4.15 0.46
N 1.42 3.95 -0.54
C 1.21 5.11 -1.25
H 1.84 7.10 -1.14
H 3.36 6.02 1.07
H 2.82 3.32 1.00
H 0.82 3.12 -0.63
H 0.59 5.05 -2.10
C -4.75 -2.35 -3.00
C -5.09 -3.10 -1.83
C -4.78 -2.32 -0.74
N -4.26 -1.15 -1.16
C -4.26 -1.14 -2.54
H -4.88 -2.57 -4.07
H -5.64 -4.07 -1.88
H -4.96 -2.49 0.32
H -4.21 -0.34 -0.55
H -3.95 -0.28 -3.13
O 3.62 -2.94 -0.26
C 3.34 -4.06 -0.03
O 3.09 -4.97 -0.93
C 3.22 -6.29 -0.35
C 3.16 -6.04 1.11
O 3.27 -4.62 1.26
H 2.39 -6.85 -0.71
H 4.13 -6.67 -0.72
H 3.78 -6.65 1.80
H 2.16 -6.31 1.31
O -1.79 -1.24 2.29
C -1.61 -2.23 2.96
O -1.86 -2.27 4.29
C -1.60 -3.60 4.81
C -1.51 -4.46 3.50
O -1.37 -3.47 2.48
H -0.73 -3.60 5.42
H -2.50 -3.84 5.41
H -2.43 -5.05 3.41
H -0.62 -5.10 3.37
O -0.48 -6.49 0.38
C -0.48 -5.46 -0.24
O 0.57 -4.68 -0.42
C 0.11 -3.55 -1.13
C -1.39 -3.55 -1.01
O -1.62 -4.95 -0.76
H 0.60 -2.64 -0.67
H 0.62 -3.55 -2.11
H -1.97 -3.27 -1.90
H -1.77 -2.92 -0.19
O -1.56 1.62 -6.08
C -2.16 2.63 -5.86
O -3.49 2.80 -5.68
C -3.76 4.15 -5.23
C -2.36 4.85 -5.13
O -1.53 3.90 -5.71
H -4.34 4.67 -5.97
H -4.36 4.04 -4.25
H -2.05 5.10 -4.13
H -2.44 5.76 -5.70
O 3.56 1.29 -1.39
C 2.77 0.97 -2.21
O 1.43 0.98 -2.14
C 0.90 0.45 -3.38
C 2.01 0.73 -4.31
O 3.22 0.73 -3.47
H 0.80 -0.62 -3.24
H -0.07 0.85 -3.56
H 2.07 1.70 -4.82
H 2.18 -0.08 -5.06
O -2.84 5.23 -1.68
C -2.48 5.37 -0.55
O -1.99 4.41 0.21
C -1.52 5.00 1.44
C -2.10 6.35 1.44
O -2.50 6.54 0.06
H -1.89 4.39 2.21
H -0.44 5.01 1.49
H -1.38 7.20 1.54
H -3.02 6.38 2.02
O 8.44 0.16 2.82
C 7.62 0.09 1.93
O 7.80 -0.69 0.83
C 6.64 -0.59 0.00
C 5.82 0.55 0.64
O 6.39 0.59 1.93
H 6.96 -0.47 -1.02
H 6.16 -1.52 0.09
H 4.79 0.21 0.72
H 5.85 1.47 0.10
O -1.31 -0.64 -0.69
C -0.52 -0.13 0.00
O -0.67 1.04 0.66
C 0.38 1.27 1.64
C 1.46 0.10 1.23
O 0.77 -0.68 0.25
H 0.79 2.23 1.59
H -0.08 1.08 2.65
H 1.65 -0.51 2.11
H 2.39 0.44 0.85
*
```

Calculated values
Strongest force on any atom = 3.858 eV/Å
SMILES string = c1cc[nH]c1.c1cc[nH]c1.c1cc[nH]c1.c1cc[nH]c1.O=C1OCCO1.O=C1OCCO1.O=C1OCCO1.O=C1OCCO1.O=C1OCCO1.O=C1OCCO1.O=C1OCCO1.O=C1OCCO1
Lowest unoccupied orbital energy = 0.339 eV
Kohn-Sham gap = 0.303 hartree

=====

(5)
Below is one molecule with the formula C11H22O2 in a non-equilibrium geometry, with properties calculated with ωB97M-V/def2-TZVPD.

The geometry in ORCA input format:
```
! wB97M-V def2-TZVPD RIJCOSX def2/J DEFGRID3
* xyz 0 1
C -0.43 1.92 4.15
C -0.71 1.89 2.63
C 0.34 1.13 1.83
C 0.18 1.27 0.32
C 1.13 0.36 -0.49
C 0.50 -0.16 -1.77
O 1.55 -0.61 -2.67
C 2.04 0.27 -3.53
O 3.00 0.06 -4.22
C -0.52 -1.32 -1.68
C -1.80 -0.95 -2.44
C -0.84 -1.83 -0.27
C 0.29 -2.68 0.37
H -0.47 2.93 4.55
H -1.14 1.32 4.71
H 0.57 1.53 4.37
H -0.75 2.92 2.25
H -1.69 1.44 2.45
H 0.31 0.07 2.12
H 1.34 1.49 2.11
H 0.39 2.31 0.06
H -0.86 1.09 0.03
H 1.51 -0.46 0.13
H 2.01 0.95 -0.77
H 0.01 0.70 -2.25
H 1.56 1.26 -3.49
H -0.06 -2.16 -2.21
H -1.56 -0.60 -3.45
H -2.34 -0.15 -1.92
H -2.46 -1.81 -2.53
H -1.13 -1.02 0.40
H -1.73 -2.46 -0.36
H 0.59 -2.29 1.34
H -0.02 -3.72 0.49
H 1.18 -2.68 -0.27
*
```

Calculated values
Strongest force on any atom = 1.157 eV/Å
SMILES string = CCCCC[C@@H](OC=O)[C@H](C)CC
ΔE to the lowest compared entry with this formula, charge and spin = 1.222 eV
Lowest unoccupied orbital energy = 0.837 eV
Kohn-Sham gap = 0.414 hartree

=====

(6)
Below is C61H50BrCsIN6P as an isolated structure, with properties calculated with ωB97M-V/def2-TZVPD.

The geometry in ORCA input format:
```
! wB97M-V def2-TZVPD RIJCOSX def2/J DEFGRID3
* xyz 0 1
Cs -0.72 -1.28 0.26
C 2.76 2.23 -3.93
N 2.78 1.30 -2.81
C 1.84 1.21 -1.81
N 2.11 0.19 -1.01
C 3.27 -0.37 -1.48
C 3.69 0.29 -2.61
C 4.84 0.04 -3.50
C 5.75 1.05 -3.82
C 6.84 0.78 -4.63
C 7.04 -0.50 -5.12
C 6.14 -1.51 -4.81
C 5.05 -1.24 -4.00
C 3.98 -1.43 -0.75
C 5.37 -1.40 -0.61
C 6.02 -2.38 0.12
C 5.30 -3.40 0.73
C 3.92 -3.44 0.60
C 3.27 -2.46 -0.14
P 0.74 2.63 -1.51
C -0.98 2.09 -1.76
N -1.70 1.43 -0.90
C -3.00 1.51 -1.32
C -3.06 2.21 -2.50
N -1.76 2.58 -2.77
C -1.33 3.38 -3.91
C -4.19 2.62 -3.35
C -5.20 3.42 -2.81
C -6.28 3.81 -3.59
C -6.36 3.40 -4.92
C -5.37 2.60 -5.46
C -4.29 2.21 -4.67
C -4.05 0.93 -0.47
C -5.30 0.52 -0.97
C -6.25 -0.01 -0.11
C -5.97 -0.17 1.24
C -4.73 0.23 1.73
C -3.78 0.77 0.88
C 0.79 2.68 0.31
N 0.45 1.74 1.15
C 0.73 2.21 2.40
C 1.26 3.47 2.32
N 1.29 3.77 0.97
C 1.72 5.05 0.42
C 1.68 4.42 3.36
C 0.79 4.78 4.37
C 1.19 5.65 5.38
C 2.48 6.17 5.39
C 3.37 5.81 4.39
C 2.98 4.93 3.39
C 0.48 1.38 3.60
C -0.61 0.52 3.62
C -0.83 -0.31 4.72
C 0.03 -0.27 5.80
C 1.12 0.59 5.78
C 1.35 1.41 4.68
H 1.73 2.39 -4.26
H 3.32 1.81 -4.76
H 3.19 3.19 -3.66
H 5.61 2.04 -3.41
H 7.54 1.57 -4.86
H 7.89 -0.71 -5.75
H 6.30 -2.51 -5.18
H 4.35 -2.03 -3.74
H 5.94 -0.60 -1.06
H 7.10 -2.34 0.22
H 5.81 -4.16 1.30
H 3.34 -4.23 1.06
H 2.20 -2.51 -0.26
H -1.15 2.76 -4.78
H -0.42 3.90 -3.65
H -2.10 4.11 -4.15
H -5.13 3.73 -1.78
H -7.05 4.43 -3.16
H -7.20 3.71 -5.52
H -5.43 2.27 -6.49
H -3.53 1.56 -5.09
H -5.51 0.62 -2.02
H -7.20 -0.32 -0.50
H -6.70 -0.60 1.90
H -4.51 0.10 2.79
H -2.82 1.11 1.25
H 2.81 5.10 0.34
H 1.38 5.85 1.06
H 1.29 5.17 -0.57
H -0.21 4.37 4.36
H 0.49 5.92 6.16
H 2.78 6.84 6.18
H 4.38 6.20 4.40
H 3.69 4.63 2.63
H -1.29 0.49 2.78
H -1.68 -0.98 4.72
H -0.14 -0.91 6.66
H 1.81 0.62 6.62
H 2.22 2.05 4.66
Br -4.26 -7.44 1.56
C -5.17 -5.86 1.00
C -6.54 -5.97 0.80
C -7.26 -4.86 0.39
C -6.61 -3.65 0.20
C -5.24 -3.57 0.41
C -4.48 -4.67 0.82
I -2.29 -4.40 1.10
H -7.03 -6.92 0.96
H -8.33 -4.95 0.23
H -7.17 -2.78 -0.12
H -4.74 -2.62 0.26
C 0.23 -3.98 1.36
C 0.92 -5.26 1.51
C 1.29 -6.02 0.39
C 1.92 -7.25 0.52
C 2.20 -7.78 1.78
C 1.83 -7.04 2.90
C 1.21 -5.81 2.77
H 0.34 -3.32 2.22
H 0.49 -3.47 0.44
H 1.08 -5.63 -0.60
H 2.19 -7.81 -0.37
H 2.68 -8.74 1.88
H 2.03 -7.43 3.89
H 0.93 -5.25 3.65
*
```

Calculated values
Strongest force on any atom = 0.740 eV/Å
Lowest unoccupied orbital energy = -0.191 eV
Kohn-Sham gap = 0.191 hartree

=====

(7)
Below is one molecule with the formula C4H7OPS2 in a non-equilibrium geometry, with properties calculated with ωB97M-V/def2-TZVPD.

The geometry in ORCA input format:
```
! wB97M-V def2-TZVPD RIJCOSX def2/J DEFGRID3
* xyz 0 1
C 2.22 -1.48 0.48
C 0.86 -1.29 -0.13
O 0.65 -0.98 -1.27
P -0.57 -1.49 1.12
S -2.31 -1.31 -0.40
C -2.44 0.51 -0.38
C -1.12 1.17 -0.06
S -0.55 0.57 1.57
H 2.84 -2.03 -0.23
H 2.67 -0.50 0.64
H 2.16 -2.00 1.43
H -3.21 0.79 0.34
H -2.76 0.80 -1.39
H -0.37 0.93 -0.82
H -1.23 2.25 0.03
*
```

Calculated values
Strongest force on any atom = 2.046 eV/Å
SMILES string = CC(=O)P1SCCS1
ΔE to the lowest compared entry with this formula, charge and spin = 0.000 eV
Lowest unoccupied orbital energy = 0.291 eV
Kohn-Sham gap = 0.332 hartree

=====

(8)
Below is C6H13AlO3 as an isolated structure in a non-equilibrium geometry, with properties calculated with ωB97M-V/def2-TZVPD.

The geometry in ORCA input format:
```
! wB97M-V def2-TZVPD RIJCOSX def2/J DEFGRID3
* xyz 2 1
H 1.36 -2.23 -0.40
C 0.73 -2.01 0.47
H 2.82 -0.46 0.48
H 1.15 -2.57 1.32
H -0.30 -2.22 0.17
C 2.04 -0.08 1.15
H 2.26 -0.41 2.18
O 0.77 -0.62 0.76
C 1.91 1.44 1.04
H 2.80 1.89 1.52
H 1.94 1.69 -0.04
O 0.71 1.93 1.58
C -2.29 1.05 0.60
H -2.26 2.13 0.45
O -1.60 0.79 -1.61
C -2.00 0.23 -0.48
C -1.19 -0.07 -2.67
H -0.88 -1.03 -2.26
H -0.33 0.42 -3.14
H -2.24 -0.84 -0.50
H -2.01 -0.20 -3.39
Al -0.45 0.54 1.40
H -2.95 0.64 1.36
*
```

Calculated values
Strongest force on any atom = 3.921 eV/Å
ΔE to the lowest compared entry with this formula, charge and spin = 0.000 eV
Lowest unoccupied orbital energy = -10.156 eV
Kohn-Sham gap = 0.302 hartree

=====

(9)
Below is C21H25CoGe2NO3S4Sb as an isolated structure, with properties calculated with ωB97M-V/def2-TZVPD.

The geometry in ORCA input format:
```
! wB97M-V def2-TZVPD RIJCOSX def2/J DEFGRID3
* xyz 0 5
Co -0.49 1.08 -1.19
S 0.61 -2.87 0.95
Sb 1.50 -0.77 0.55
S 1.15 -0.42 -1.77
S -0.35 0.77 1.17
N 0.91 2.85 -1.09
C -0.33 3.44 -1.50
C -0.90 3.00 -2.71
C -2.15 3.47 -3.09
C -2.85 4.34 -2.27
C -2.26 4.78 -1.08
C -1.01 4.34 -0.70
S -4.50 4.92 -2.71
O -4.97 5.55 -1.49
O -4.28 5.82 -3.83
O -5.21 3.70 -3.06
H 1.29 3.26 -0.26
H 1.60 2.79 -1.82
H -0.31 2.38 -3.38
H -2.60 3.15 -4.03
H -2.82 5.47 -0.45
H -0.56 4.66 0.24
C -2.65 -3.01 3.02
Ge -3.13 -2.43 1.23
C -5.05 -2.23 1.00
C -2.45 -3.57 -0.18
Ge -2.47 -0.11 0.87
C -2.78 0.23 -1.08
C -2.19 -0.59 -2.05
C -2.60 -0.54 -3.38
C -3.63 0.30 -3.76
C -4.25 1.11 -2.81
C -3.83 1.08 -1.49
C -3.45 1.18 1.89
C -3.48 2.52 1.49
C -4.23 3.45 2.20
C -4.94 3.04 3.33
C -4.90 1.72 3.74
C -4.16 0.79 3.02
H -3.20 -3.92 3.27
H -2.91 -2.24 3.74
H -1.58 -3.20 3.08
H -5.55 -3.17 1.23
H -5.27 -1.96 -0.04
H -5.45 -1.45 1.65
H -2.85 -4.58 -0.01
H -1.36 -3.63 -0.19
H -2.81 -3.21 -1.14
H -1.45 -1.33 -1.77
H -2.12 -1.19 -4.11
H -3.95 0.34 -4.79
H -5.03 1.80 -3.10
H -4.33 1.72 -0.78
H -2.93 2.85 0.62
H -4.28 4.48 1.86
H -5.54 3.76 3.88
H -5.45 1.41 4.62
H -4.15 -0.24 3.35
*
```

Calculated values
Strongest force on any atom = 0.645 eV/Å
Expectation value of S² = 6.02
Lowest unoccupied orbital energy (alpha / beta) = -0.673 / -3.494 eV
Kohn-Sham gap (alpha / beta) = 0.283 / 0.179 hartree